Entry 1:
This record from the OMol25 dataset describes one molecule with the formula C9H11N3O3 in a non-equilibrium geometry. The level of theory is ωB97M-V/def2-TZVPD.

Geometry (Å):
O1 1.021 -3.081 -1.894
O2 0.863 -1.270 -3.049
O3 -1.021 -2.294 -0.143
N1 0.946 -1.890 -2.013
N2 1.080 0.408 -1.187
N3 2.453 -2.819 0.301
C1 -1.134 0.051 0.302
C2 2.069 -1.442 0.257
C3 -3.204 1.214 0.199
C4 -2.566 2.373 0.505
C5 -2.482 0.028 0.066
C6 -0.460 1.228 0.626
C7 -0.483 -1.219 -0.134
C8 -1.161 2.433 0.682
C9 0.888 -1.030 -0.699
H1 2.027 0.688 -1.441
H2 2.919 -0.818 0.060
H3 -3.110 3.383 0.574
H4 0.557 0.988 0.914
H5 1.816 -3.515 0.603
H6 0.303 0.399 -1.854
H7 1.610 -1.226 1.198
H8 -4.261 1.348 0.113
H9 -2.770 -1.001 -0.099
H10 3.135 -3.090 -0.405
H11 -0.923 3.486 0.856

For the energy above the lowest of the compared OMol25 structures with the same formula, charge and spin, the calculation gives 2.6397 eV. The HOMO energy is -9.004 eV. The value obtained for the orbital gap is 0.330 Ha. Its spin multiplicity is 1. The value obtained for the total energy is -20119.319 eV. The structure (SMILES) is NC[C@](N)(C(=O)c1ccccc1)[N+](=O)[O-].

Here are the Mulliken charges for atoms 1 to 5, given in e: -0.54 -0.64 -0.59 0.99 -0.56

---

Entry 2:
This record from the OMol25 dataset describes a 2-piece molecular cluster, C9H11NO overall in a non-equilibrium geometry. The level of theory is ωB97M-V/def2-TZVPD.

Geometry (Å):
O1 1.952 -1.200 1.207
N1 -0.438 -0.696 1.579
C1 0.078 1.303 0.621
C2 -0.962 -1.839 -1.961
C3 -0.687 -0.612 -2.595
C4 -0.093 0.628 1.827
C5 -0.282 0.393 -0.398
C6 0.531 2.746 0.527
C7 -0.884 -1.973 -0.578
C8 -0.322 0.528 -1.832
C9 -0.624 -0.840 0.218
H1 -1.265 -2.682 -2.596
H2 1.621 2.875 0.419
H3 1.113 -0.881 1.611
H4 -0.087 1.483 -2.321
H5 0.192 3.333 1.397
H6 -0.594 -1.411 2.295
H7 0.013 0.959 2.860
H8 -0.753 -0.531 -3.688
H9 0.039 3.140 -0.377
H10 2.370 -1.751 1.907
H11 -0.918 -2.972 -0.123

For the energy above the lowest of the compared OMol25 structures with the same formula, charge and spin, the calculation gives 0.6823 eV. The HOMO energy is -7.856 eV. The value obtained for the orbital gap is 0.315 Ha. Its spin multiplicity is 1. The value obtained for the total energy is -13048.392 eV. The structure (SMILES) is Cc1c[nH]c2ccccc12.O.

Here are the Mulliken charges for atoms 1 to 5, given in e: -0.67 -0.19 0.76 -0.53 -0.52

---

Entry 3:
This record from the OMol25 dataset describes C9H11NO5Tl as an isolated structure in a non-equilibrium geometry. The level of theory is ωB97M-V/def2-TZVPD.

Geometry (Å):
Tl1 -0.016 0.039 -0.021
O1 -0.149 -0.639 -2.993
O2 -3.060 0.179 0.114
O3 0.832 -0.201 1.922
O4 3.054 -0.156 -0.116
O5 -0.146 -2.994 0.438
N1 0.674 -0.695 4.079
C1 2.130 -0.599 4.237
C2 0.140 2.304 0.371
C3 0.087 -0.497 2.917
C4 1.963 -0.077 -0.085
C5 -0.164 -1.054 5.216
C6 -0.099 -1.917 0.279
C7 -1.950 0.135 0.076
C8 -0.095 -0.381 -1.914
C9 0.076 2.109 -1.013
H1 2.437 -0.816 5.274
H2 2.621 -1.328 3.571
H3 -0.988 -0.596 2.773
H4 0.982 2.120 -1.612
H5 -0.865 2.221 -1.541
H6 1.096 2.475 0.854
H7 2.462 0.421 3.978
H8 -0.893 -0.244 5.404
H9 -0.752 2.576 0.926
H10 -0.713 -1.986 4.987
H11 0.426 -1.215 6.130

For the energy above the lowest of the compared OMol25 structures with the same formula, charge and spin, the calculation gives 6.7260 eV. The HOMO energy is -20.514 eV. The value obtained for the orbital gap is 0.274 Ha. Its spin multiplicity is 1. The charge is +3. The value obtained for the total energy is -25888.999 eV.

Here are the Mulliken charges for atoms 1 to 5, given in e: 3.90 0.03 0.03 -0.86 0.03

---

Entry 4:
This record from the OMol25 dataset describes one molecule with the formula C9H11NS2 in a non-equilibrium geometry. The level of theory is ωB97M-V/def2-TZVPD.

Geometry (Å):
S1 0.310 -2.017 0.445
S2 -4.405 -1.094 -0.844
N1 -0.213 1.867 -0.322
C1 1.569 -2.853 -0.622
C2 -0.779 0.659 -0.240
C3 -4.298 -0.237 0.715
C4 1.903 0.239 -0.078
C5 0.552 -0.366 0.164
C6 -3.084 0.317 0.916
C7 -2.138 0.146 -0.181
C8 -2.763 -0.683 -1.093
C9 -0.792 2.986 -0.603
H1 2.733 -0.267 -0.531
H2 -5.287 -0.093 1.174
H3 1.747 1.251 -0.588
H4 2.404 -2.259 -0.807
H5 -2.282 -0.917 -1.994
H6 -0.230 3.777 -0.944
H7 -1.863 3.184 -0.704
H8 -2.836 0.953 1.812
H9 1.156 -3.073 -1.587
H10 2.543 0.517 0.832
H11 1.752 -3.893 -0.333

For the energy above the lowest of the compared OMol25 structures with the same formula, charge and spin, the calculation gives 5.1464 eV. The HOMO energy (alpha / beta) is -7.555 / -7.154 eV. The value obtained for the orbital gap (alpha / beta) is 0.279 / 0.254 Ha. Its spin multiplicity is 1. The value obtained for the total energy is -32667.101 eV. The structure (SMILES) is C=N/C(=C(\C)SC)c1ccsc1.

Here are the Mulliken charges for atoms 1 to 5, given in e: -0.05 -0.12 -0.44 -0.88 0.13

---

Entry 5:
This record from the OMol25 dataset describes a 2-piece molecular cluster, C9H11O2 overall in a non-equilibrium geometry. The level of theory is ωB97M-V/def2-TZVPD.

Geometry (Å):
O1 -1.991 0.997 0.577
O2 -4.156 1.603 0.303
C1 2.002 -0.975 1.339
C2 0.430 0.722 -0.268
C3 1.408 -1.502 0.190
C4 0.926 1.237 0.982
C5 1.691 0.325 1.732
C6 -2.980 1.455 -0.056
C7 0.691 -0.598 -0.580
C8 -2.673 1.933 -1.555
C9 1.745 -2.913 -0.146
H1 2.712 -3.204 0.240
H2 1.129 -3.550 0.498
H3 -1.794 1.284 -1.793
H4 -3.531 1.704 -2.205
H5 -2.530 2.996 -1.768
H6 0.301 -0.919 -1.561
H7 1.532 -3.301 -1.159
H8 0.768 2.214 1.340
H9 -0.034 1.485 -0.861
H10 2.637 -1.606 1.957
H11 1.716 0.614 2.795

For the energy above the lowest of the compared OMol25 structures with the same formula, charge and spin, the calculation gives 1.3440 eV. The HOMO energy is -4.030 eV. The value obtained for the orbital gap is 0.269 Ha. Its spin multiplicity is 1. The charge is -1. The value obtained for the total energy is -13606.868 eV.

Here are the Mulliken charges for atoms 1 to 5, given in e: -0.58 -0.74 -0.50 -0.26 0.95

---

Entry 6:
This record from the OMol25 dataset describes C9H11O3 as an isolated structure in a non-equilibrium geometry. The level of theory is ωB97M-V/def2-TZVPD.

Geometry (Å):
O1 0.568 1.199 1.339
O2 2.534 0.643 -1.695
O3 2.598 1.745 0.248
C1 2.941 1.567 -0.980
C2 -1.131 -0.233 1.993
C3 -0.188 -0.473 -0.240
C4 -2.135 -1.094 1.668
C5 -2.271 -1.597 0.350
C6 -0.175 0.173 0.988
C7 -3.565 -2.268 -0.063
C8 4.017 2.551 -1.473
C9 -1.266 -1.304 -0.563
H1 0.669 -0.302 -0.881
H2 -1.038 0.193 2.983
H3 -4.311 -2.194 0.725
H4 -2.931 -1.386 2.347
H5 -1.335 -1.639 -1.592
H6 4.236 2.351 -2.514
H7 1.517 1.421 0.740
H8 -3.940 -1.889 -1.013
H9 3.595 3.518 -1.223
H10 -3.350 -3.341 -0.176
H11 4.960 2.358 -0.969

For the energy above the lowest of the compared OMol25 structures with the same formula, charge and spin, the calculation gives 0.3623 eV. The HOMO energy is -3.771 eV. The value obtained for the orbital gap is 0.269 Ha. Its spin multiplicity is 1. The charge is -1. The value obtained for the total energy is -15655.938 eV.

Here are the Mulliken charges for atoms 1 to 5, given in e: -0.68 -0.68 -0.68 0.76 -0.61